{
  "formula": "C4H11NO",
  "method": "wB97M-V/def2-TZVPD",
  "symbols": ["O", "N", "C", "C", "C", "C", "H", "H", "H", "H", "H", "H", "H", "H", "H", "H", "H"],
  "coordinates": [[3.135195, -0.331262, 2.351522], [0.715167, -0.622287, -0.285388], [-1.346782, 0.676202, -0.500491], [-0.497274, -0.107714, 0.173351], [-2.496830, 1.420977, 0.124611], [0.818839, -1.196552, -1.620778], [-3.327102, 0.752869, 0.369900], [1.121142, -1.226708, 0.411124], [-2.955739, 2.084905, -0.607422], [-1.293235, 0.643560, -1.587612], [1.553682, -0.699774, -2.252555], [1.031866, -2.261894, -1.538152], [-0.134041, -1.126146, -2.145745], [-2.171440, 1.957412, 1.008166], [-0.793200, -0.440201, 1.163744], [3.991696, 0.079164, 2.186290], [2.648053, 0.397451, 2.749432]],
  "atomic_forces_ev_per_a": [[0.164, 0.306, 0.105], [-0.265, -0.623, 0.209], [-0.036, -0.704, -0.375], [-0.389, 0.304, -0.219], [-0.412, -0.778, -0.520], [-0.403, 0.017, -0.116], [0.053, -0.084, 0.365], [0.140, 0.062, -0.056], [0.305, 0.371, 0.130], [0.340, 0.681, 0.061], [0.199, -0.025, 0.117], [0.259, -0.005, -0.164], [-0.088, 0.059, 0.063], [-0.172, 0.196, 0.086], [0.507, 0.570, 0.434], [0.055, -0.245, -0.129], [-0.258, -0.102, 0.009]],
  "nbo_charge": [-0.94, -0.61, -0.30, 0.00, -0.64, -0.41, 0.21, 0.38, 0.21, 0.19, 0.19, 0.19, 0.19, 0.21, 0.18, 0.47, 0.47],
  "e_homo_ha": -0.278,
  "de_lowest_kcal_mol": 41.7,
  "smiles": "C/C=C/NC.O",
  "lumo_ha": 0.0323,
  "orbital_gap_ev": 8.46,
  "charge": 0
}